(1)
{
  "formula": "C15H15N2SeTl",
  "method": "ωB97M-V/def2-TZVPD",
  "species": ["Tl", "C", "C", "C", "C", "C", "C", "C", "H", "H", "H", "H", "H", "H", "H", "C", "N", "C", "Se", "N", "C", "C", "C", "C", "C", "C", "H", "H", "H", "H", "H", "H", "H", "H"],
  "xyz": [[0.898435, -0.553751, -0.291794], [-0.239146, 0.072994, 1.907981], [0.867082, 0.972912, 2.150698], [0.690871, 2.368027, 2.311311], [1.754917, 3.241176, 2.376441], [3.070074, 2.782073, 2.297188], [3.284560, 1.419191, 2.224035], [2.218785, 0.525340, 2.150627], [-1.216705, 0.489615, 2.139324], [-0.119717, -0.906166, 2.372742], [-0.319261, 2.740046, 2.452756], [1.569363, 4.301023, 2.515915], [3.899496, 3.475372, 2.323794], [4.296071, 1.030389, 2.238721], [2.416233, -0.539037, 2.236421], [-3.198508, 1.380633, -2.163696], [-2.667706, 2.259375, -1.147890], [-1.360640, 2.550460, -0.949296], [0.084009, 1.971980, -1.911976], [-1.295257, 3.426714, 0.074782], [-2.561036, 3.698205, 0.563791], [-3.023769, 4.516761, 1.579954], [-4.393683, 4.549242, 1.791183], [-5.271238, 3.796095, 1.011761], [-4.809297, 2.986962, -0.015524], [-3.441029, 2.953429, -0.224988], [-2.375267, 1.031785, -2.780575], [-3.913999, 1.921633, -2.783312], [-3.693104, 0.526452, -1.700223], [-0.408895, 3.694601, 0.471555], [-2.345295, 5.107338, 2.180969], [-4.794754, 5.175542, 2.576704], [-6.333246, 3.838779, 1.211606], [-5.487844, 2.405912, -0.625583]],
  "atomic_forces_ev_per_a": [[-0.286, 0.115, 0.199], [0.269, -0.114, 0.049], [0.342, 0.038, 0.107], [-0.088, -0.071, 0.009], [0.058, 0.068, -0.026], [-0.002, 0.060, -0.023], [-0.012, -0.112, -0.035], [-0.298, 0.151, 0.250], [-0.060, 0.013, -0.238], [0.010, -0.034, -0.051], [-0.001, -0.030, -0.028], [-0.006, 0.008, 0.005], [0.003, -0.008, 0.049], [-0.007, 0.004, -0.022], [0.015, -0.017, -0.186], [-0.069, -0.080, -0.069], [0.062, 0.096, 0.111], [-0.054, 0.074, -0.019], [0.193, -0.137, -0.133], [-0.111, -0.048, -0.095], [-0.193, -0.054, -0.060], [0.085, 0.004, 0.031], [-0.016, 0.040, 0.046], [-0.005, -0.058, -0.058], [-0.003, -0.040, -0.051], [0.048, 0.070, 0.154], [0.022, 0.016, 0.015], [0.007, 0.001, 0.005], [0.009, 0.012, 0.011], [0.061, 0.021, 0.015], [-0.007, -0.015, 0.016], [0.029, -0.006, 0.007], [0.005, 0.031, -0.001], [-0.003, 0.001, 0.014]],
  "lowdin_charge": [0.64, -0.26, -0.44, -0.10, -0.11, -0.11, -0.10, -0.16, 0.03, 0.02, 0.09, 0.10, 0.09, 0.10, 0.09, -0.02, -0.07, -0.75, 0.54, 0.12, -0.17, -0.01, -0.08, -0.08, 0.00, -0.15, 0.05, 0.10, 0.10, 0.13, 0.12, 0.10, 0.10, 0.11],
  "e_tot_ev": -88818.164,
  "homo_ha": -0.2374,
  "e_lumo_ev": 0.2832,
  "homo_lumo_gap_ha": 0.2478,
  "fmax_ev_per_a": 0.42
}

(2)
{
  "formula": "C3H10N2O",
  "method": "ωB97M-V/def2-TZVPD",
  "species": ["H", "N", "C", "N", "H", "H", "H", "C", "C", "O", "H", "H", "H", "H", "H", "H"],
  "xyz": [[-5.471520, 0.616086, 1.566176], [-6.247456, 0.198061, 2.096977], [-5.770125, -0.026766, 3.283940], [-4.524874, 0.415306, 3.684292], [-6.099433, -1.049207, 3.590940], [-4.341795, 1.338375, 3.331119], [-4.103948, 0.019657, 4.503447], [4.508957, 0.746121, -2.477897], [3.750981, -0.518867, -2.139037], [3.305469, -1.334970, -3.232816], [5.466957, 0.737388, -1.937864], [4.016368, 1.681516, -2.239194], [4.624027, 0.639376, -3.567041], [4.209941, -1.165993, -1.394012], [2.775711, -0.223471, -1.691168], [3.900741, -2.072610, -3.377861]],
  "atomic_forces_ev_per_a": [[-0.672, 0.855, -0.064], [0.679, 0.098, 0.876], [0.696, -2.607, -2.782], [-1.226, -0.224, -0.076], [-0.285, 1.323, 1.409], [0.681, 0.060, 0.473], [0.127, 0.494, 0.164], [0.881, -0.886, -0.575], [-2.525, -0.272, 1.095], [0.343, 0.378, -0.290], [-0.049, 0.151, -0.556], [-0.353, -0.081, -0.022], [0.490, 0.626, 0.274], [0.422, 0.149, 0.020], [0.589, -0.133, 0.009], [0.201, 0.068, 0.044]],
  "lowdin_charge": [0.03, 0.02, -0.38, 0.05, 0.12, 0.09, 0.08, -0.09, -0.33, -0.09, 0.07, 0.06, 0.08, 0.11, 0.11, 0.07],
  "e_tot_ev": -8299.066,
  "homo_ha": -0.3378,
  "e_above_lowest_kcal_mol": 56.2,
  "e_lumo_ev": 1.0299,
  "homo_lumo_gap_ha": 0.3757,
  "fmax_ev_per_a": 3.88
}

(3)
{
  "formula": "C3H6BrIO",
  "method": "ωB97M-V/def2-TZVPD",
  "species": ["C", "C", "C", "O", "Br", "I", "H", "H", "H", "H", "H", "H"],
  "xyz": [[1.530717, -1.762384, -0.599738], [-0.795544, 1.606944, 0.238625], [-1.139059, 0.347198, -0.055928], [-1.753806, -0.476367, 0.815040], [1.061705, -2.111375, -2.377446], [2.200521, 1.606491, 0.988593], [0.759146, -1.564733, 0.173649], [2.555390, -1.797671, -0.323247], [-0.227775, 2.234062, -0.509168], [-1.174061, 1.998667, 1.159120], [-1.104344, -0.065256, -1.081914], [-1.912890, -0.015577, 1.572414]],
  "atomic_forces_ev_per_a": [[-1.194, 0.135, 0.463], [0.926, 0.279, -1.443], [-0.359, 0.135, -1.047], [0.575, -2.046, -3.573], [0.080, 0.158, 0.690], [-0.112, -0.076, 0.035], [0.534, -0.274, -1.020], [0.589, -0.057, -0.106], [-1.176, -0.682, 1.008], [0.343, 0.554, 0.518], [0.496, 0.000, 0.869], [-0.701, 1.874, 3.606]],
  "lowdin_charge": [-0.57, -0.15, -0.30, 0.05, 0.59, 0.18, -0.02, -0.04, 0.04, 0.05, 0.12, 0.05],
  "e_tot_ev": -83395.216,
  "homo_ha": [-0.3405, -0.3039],
  "e_above_lowest_kcal_mol": 73.5,
  "e_lumo_ev": [-0.0566, -2.6929],
  "homo_lumo_gap_ha": [0.3385, 0.2049],
  "fmax_ev_per_a": 4.16
}

(4)
{
  "formula": "C20H20N2O5S3",
  "method": "ωB97M-V/def2-TZVPD",
  "species": ["C", "C", "O", "C", "O", "C", "S", "C", "N", "C", "O", "C", "S", "C", "N", "C", "C", "C", "C", "C", "C", "S", "C", "C", "O", "O", "C", "C", "C", "C", "H", "H", "H", "H", "H", "H", "H", "H", "H", "H", "H", "H", "H", "H", "H", "H", "H", "H", "H", "H"],
  "xyz": [[-6.474743, 2.463104, -0.507527], [-5.313375, 2.456136, -1.491430], [-4.128265, 1.937659, -0.893821], [-3.986016, 0.601159, -0.871325], [-4.786700, -0.168239, -1.349529], [-2.738347, 0.249390, -0.205709], [-1.776060, 1.553877, 0.438323], [-0.613665, 0.424031, 0.997403], [0.518116, 0.855213, 1.637431], [0.790787, 2.173881, 1.820024], [0.018439, 3.048266, 1.496855], [2.132973, 2.433663, 2.473323], [3.270204, 3.251513, 1.301010], [3.362799, 2.052102, 0.057674], [2.812458, 0.894212, 0.106964], [3.029985, 0.186346, -1.043381], [2.536539, -1.083520, -1.324484], [2.844869, -1.664352, -2.536596], [3.636262, -1.002528, -3.471548], [4.130171, 0.262917, -3.217039], [3.820089, 0.852550, -2.004884], [4.266834, 2.430365, -1.410875], [-0.940873, -0.893484, 0.702448], [-0.123896, -2.062713, 1.030457], [-0.301838, -3.183371, 0.621873], [0.909006, -1.756297, 1.859080], [1.832685, -2.800021, 2.171985], [3.178037, -2.166707, 2.481797], [-2.178703, -0.987349, -0.002426], [-2.777879, -2.269940, -0.451671], [-7.343277, 2.921734, -0.971435], [-6.724084, 1.443949, -0.222192], [-6.206944, 3.025360, 0.383812], [-5.053359, 3.470134, -1.802032], [-5.563322, 1.847775, -2.367330], [1.210023, 0.138299, 1.832884], [2.606395, 1.521748, 2.831317], [2.018460, 3.156491, 3.280768], [1.914030, -1.588853, -0.605855], [2.462401, -2.647457, -2.764429], [3.862921, -1.480600, -4.412053], [4.736440, 0.784201, -3.940715], [1.449559, -3.359333, 3.032298], [1.897290, -3.483230, 1.318416], [3.512312, -1.563060, 1.640656], [3.103789, -1.533984, 3.363243], [3.911334, -2.944901, 2.670843], [-2.884301, -2.947689, 0.393159], [-3.744894, -2.093004, -0.910373], [-2.114664, -2.755425, -1.165390]],
  "atomic_forces_ev_per_a": [[0.383, -0.096, -0.129], [-0.547, 0.033, -0.225], [0.114, 0.142, 0.104], [-0.157, -0.330, -0.148], [-0.046, 0.169, 0.002], [0.559, -0.046, 0.317], [-0.160, -0.539, -0.136], [-0.249, 0.143, -0.092], [-0.263, -0.198, 0.338], [0.205, -0.231, 0.243], [0.165, 0.302, 0.095], [0.357, 0.152, -0.499], [-0.091, 0.327, 0.455], [0.236, -0.046, -0.348], [0.010, 0.210, 0.625], [0.451, -0.014, -0.918], [0.050, 0.092, -0.004], [-0.044, -0.091, 0.024], [0.066, 0.046, -0.088], [0.040, 0.006, -0.066], [-0.166, -0.041, 0.334], [-0.303, -0.292, 0.240], [0.016, 0.255, 0.024], [-0.060, -0.176, -0.047], [0.032, 0.053, 0.061], [0.004, 0.255, 0.014], [0.385, -0.452, -0.029], [-0.435, -0.027, -0.079], [-0.211, 0.397, -0.089], [-0.189, -0.142, -0.131], [-0.119, 0.059, -0.028], [-0.060, -0.045, 0.021], [-0.029, 0.072, 0.077], [-0.009, -0.141, 0.000], [0.079, 0.175, 0.099], [-0.117, 0.319, -0.067], [-0.055, 0.014, 0.081], [-0.029, -0.073, -0.023], [-0.083, -0.095, 0.120], [-0.038, -0.091, -0.025], [0.019, -0.041, -0.086], [0.064, 0.010, -0.125], [0.002, 0.037, -0.159], [-0.027, 0.105, 0.186], [0.071, 0.048, -0.066], [0.065, 0.077, 0.101], [0.096, -0.066, 0.046], [0.001, -0.091, 0.001], [0.017, -0.046, 0.014], [0.000, -0.086, -0.010]],
  "lowdin_charge": [-0.06, -0.22, -0.07, -0.51, 0.10, -0.34, 1.24, -0.40, 0.09, -0.55, 0.01, -0.34, 0.95, -0.92, 0.05, -0.30, 0.00, -0.07, -0.09, -0.09, -0.46, 1.04, -0.10, -0.44, 0.12, -0.05, -0.21, -0.06, -0.21, -0.01, 0.08, 0.08, 0.08, 0.12, 0.12, 0.12, 0.08, 0.09, 0.10, 0.11, 0.10, 0.11, 0.13, 0.12, 0.06, 0.08, 0.08, 0.09, 0.07, 0.09],
  "e_tot_ev": -66790.007,
  "homo_ha": -0.3063,
  "e_above_lowest_kcal_mol": 0.0,
  "e_lumo_ev": 0.2974,
  "homo_lumo_gap_ha": 0.3172,
  "fmax_ev_per_a": 1.02
}